# 1
Here is 7 unconnected molecules or ions with the total composition H14O7 from the Open Molecules 2025 dataset. Energies are from the ωB97M-V functional and the def2-TZVPD basis.

XYZ file:
```
21
Properties=species:S:1:pos:R:3:nbo_charge:R:1
O 1.637 2.687 0.782 -0.961
H 1.315 3.131 -0.009 0.480
H 1.602 1.750 0.565 0.481
O -1.349 -3.019 -1.325 -0.946
H -0.460 -2.759 -1.586 0.467
H -1.634 -3.620 -2.019 0.479
O 3.060 0.077 -2.185 -0.938
H 2.993 0.974 -1.846 0.468
H 2.378 -0.402 -1.705 0.471
O 0.914 -0.117 0.490 -0.970
H 0.442 -0.952 0.440 0.482
H 0.329 0.471 0.983 0.484
O -1.237 1.850 1.658 -0.978
H -0.406 2.218 1.989 0.498
H -1.777 1.687 2.436 0.490
O -1.235 -3.437 1.792 -0.934
H -1.507 -2.559 1.514 0.464
H -0.600 -3.717 1.128 0.471
O -1.203 1.903 -1.304 -0.959
H -2.151 1.950 -1.454 0.469
H -1.111 1.882 -0.344 0.483
```

Computed properties:
- DFT total energy: -535.06161 Eh
- HOMO energy: -11.31 eV
- Gap between HOMO and LUMO: 11.293 eV
- Energy relative to the best compared isomer or geometry (same formula, charge and spin): 163.4 kJ/mol


# 2
Here is a molecular structure, H14O7 in a non-equilibrium geometry from the Open Molecules 2025 dataset. Energies are from the ωB97M-V functional and the def2-TZVPD basis.

XYZ file:
```
21
Properties=species:S:1:pos:R:3:nbo_charge:R:1
H 0.338 0.689 1.775 0.471
H 0.418 -0.111 3.183 0.470
H 2.218 0.466 -2.291 0.504
H 2.553 0.445 -0.495 0.514
H 3.257 2.264 0.821 0.511
H 2.220 0.825 1.460 0.536
H 0.862 0.289 -0.181 0.527
H -0.007 -0.552 0.504 0.521
H -2.348 -1.919 -2.525 0.471
H -2.611 -0.444 -2.013 0.524
H -1.106 0.953 -0.152 0.509
H -2.142 2.481 -1.373 0.468
H -2.390 -1.972 -0.289 0.530
H -1.292 -3.418 0.854 0.439
O 0.769 0.690 2.701 -1.019
O 2.259 -0.076 -1.342 -1.021
O 3.111 1.242 1.071 -1.039
O 0.140 0.344 0.534 -0.915
O -3.030 -1.362 -1.722 -0.949
O -1.634 1.170 -1.033 -1.038
O -1.584 -2.004 0.510 -1.017
```

Computed properties:
- DFT total energy: -534.75500 Eh
- HOMO energy: -10.56 eV
- Gap between HOMO and LUMO: 10.124 eV
- Energy relative to the best compared isomer or geometry (same formula, charge and spin): 968.4 kJ/mol


# 3
Here is 7 unconnected molecules or ions with the total composition H14O7 from the Open Molecules 2025 dataset. Energies are from the ωB97M-V functional and the def2-TZVPD basis.

XYZ file:
```
21
Properties=species:S:1:pos:R:3:nbo_charge:R:1
O 0.116 1.789 1.782 -0.956
H -0.843 1.863 1.711 0.484
H 0.454 2.645 1.486 0.488
O 0.948 1.439 4.476 -0.955
H 0.376 2.145 4.791 0.458
H 0.901 1.494 3.502 0.485
O -0.688 -1.518 -3.250 -0.954
H -0.910 -0.691 -2.799 0.481
H -0.879 -1.344 -4.178 0.473
O -2.251 0.589 -1.646 -0.955
H -2.569 0.994 -0.833 0.477
H -3.046 0.446 -2.175 0.481
O -1.523 -2.339 -0.306 -0.944
H -1.510 -2.226 -1.269 0.485
H -2.332 -1.904 -0.020 0.458
O 3.833 -1.279 -0.673 -0.963
H 4.425 -0.653 -0.243 0.455
H 2.941 -0.904 -0.554 0.497
O 1.177 -0.344 -0.080 -0.968
H 0.281 -0.417 -0.428 0.486
H 1.098 0.215 0.707 0.488
```

Computed properties:
- DFT total energy: -535.06094 Eh
- HOMO energy: -10.27 eV
- Gap between HOMO and LUMO: 9.745 eV
- Energy relative to the best compared isomer or geometry (same formula, charge and spin): 165.2 kJ/mol


# 4
Here is 7 unconnected molecules or ions with the total composition H14O7 in a non-equilibrium geometry from the Open Molecules 2025 dataset. Energies are from the ωB97M-V functional and the def2-TZVPD basis.

XYZ file:
```
21
Properties=species:S:1:pos:R:3:nbo_charge:R:1
O -0.290 -1.747 -0.246 -0.953
H -0.909 -2.299 -0.772 0.517
H 0.421 -1.374 -0.682 0.504
O -0.557 0.331 0.469 -0.991
H -0.345 -0.622 0.592 0.485
H -0.842 0.335 -0.382 0.450
O -1.823 2.795 2.376 -0.949
H -1.459 2.002 2.005 0.482
H -0.962 3.429 2.471 0.466
O -1.974 0.334 -2.146 -0.935
H -2.484 1.154 -2.056 0.484
H -2.201 -0.100 -1.286 0.458
O 0.972 -4.202 0.869 -0.918
H 0.417 -3.489 0.604 0.464
H 0.482 -4.899 0.719 0.447
O 1.690 2.266 -1.889 -0.954
H 1.231 1.455 -1.342 0.482
H 2.213 2.032 -2.577 0.469
O 2.305 0.509 1.168 -0.941
H 1.475 0.705 0.810 0.467
H 2.645 1.381 1.291 0.466
```

Computed properties:
- DFT total energy: -534.97248 Eh
- HOMO energy: -11.09 eV
- Gap between HOMO and LUMO: 10.832 eV
- Energy relative to the best compared isomer or geometry (same formula, charge and spin): 397.4 kJ/mol